C32H46AuN8O2SbSi | ωB97M-V with the def2-TZVPD basis set

**F_max**: 0.142 eV/A
**Total charge**: 0
**Energy relative to the best compared isomer or geometry (same formula, charge and spin)**: 5.57 kcal/mol
**HOMO-LUMO gap**: 7.85 eV
**Calculated total energy**: -2500.99285 Eh

XYZ file:
```
91
Properties=species:S:1:pos:R:3:forces:R:3
Au -0.24576 0.02110 -0.64317 0.1 0.0 0.0
Sb 1.76531 -2.81376 0.51574 0.0 0.0 0.0
Si 1.75067 -0.19404 -3.30783 0.0 -0.1 0.0
O -2.97571 3.75399 -0.11804 0.0 0.0 0.0
O 0.96736 0.56454 -2.10975 -0.1 0.1 0.0
N -3.13540 -0.34871 2.30441 0.0 0.0 -0.1
N -3.71578 5.44420 -1.30829 0.0 0.0 0.0
N 2.07683 3.11044 -0.05029 -0.1 0.1 0.0
N 1.86746 4.04345 0.90414 0.0 0.0 0.0
N -1.42943 -0.28233 0.98337 0.0 0.0 0.0
N -4.67716 5.12182 -0.35906 0.0 0.0 0.0
N 2.01179 1.99110 1.81855 -0.1 -0.1 0.0
N -2.10342 0.04743 3.08145 0.0 0.0 0.0
C 1.78588 0.92648 -4.81185 0.0 0.0 0.0
C -4.20811 4.12925 0.30908 0.0 0.1 0.0
C -6.59515 2.98711 2.95858 0.0 0.0 0.0
C 0.84302 4.40076 -3.35318 0.0 0.0 0.0
C 1.88568 -3.84510 3.45259 0.0 0.0 0.0
C 0.17069 -4.29502 0.32972 0.0 0.0 0.0
C 2.14191 3.47382 -1.44725 0.0 0.0 -0.1
C -4.98262 1.24562 2.54866 0.0 0.0 0.0
C -1.08611 0.06166 2.26083 0.0 0.0 0.0
C -4.35012 2.07638 1.63932 0.0 0.0 0.0
C -5.98098 3.80508 2.02282 0.0 0.0 0.0
C 0.95834 -1.82648 -3.77764 0.0 0.0 0.0
C -1.50183 4.50561 -1.90562 0.0 0.1 0.0
C -6.10581 1.71431 3.21968 0.0 0.0 0.0
C -2.72464 -0.53291 1.05158 0.0 0.0 0.0
C -1.01597 -4.00084 1.24090 0.0 0.0 0.0
C -4.50224 -0.17708 2.75963 0.0 0.0 0.1
C 1.83509 3.32470 2.00362 0.0 0.0 0.0
C 2.16194 1.89817 0.51039 0.0 0.1 0.0
C 3.44885 -4.92080 -0.89167 0.0 0.0 0.0
C 1.60331 -2.56614 2.67351 0.0 0.0 0.0
C 3.52560 -0.53795 -2.78833 0.0 0.0 0.0
C -0.29344 -4.38092 -1.12165 0.0 0.0 0.0
C -0.34981 3.98430 -1.32057 0.0 0.0 0.0
C -1.48437 4.97146 -3.21505 0.0 0.0 0.0
C -4.84846 3.34428 1.36289 0.0 -0.1 0.0
C 0.83327 3.94637 -2.03837 0.0 0.0 0.0
C 2.46861 -1.40971 3.16592 0.0 0.0 0.0
C -2.74127 4.61732 -1.13880 0.0 0.0 -0.1
C 3.37887 -4.26736 0.48505 0.0 0.0 0.0
C -0.30644 4.90347 -3.94069 0.0 0.0 0.0
C 4.70313 -3.60592 0.84872 0.0 0.0 0.0
H 3.54304 -1.18025 -1.90348 0.0 0.0 0.0
H -1.42707 -3.00839 1.03438 0.0 0.0 0.0
H 5.52426 -4.32793 0.79878 0.0 0.0 0.0
H -0.37699 3.64191 -0.29498 0.0 0.0 0.0
H 1.45323 -2.27528 -4.64276 0.0 0.0 0.0
H 4.94115 -2.79393 0.15595 0.0 0.0 0.0
H -5.12495 -0.88054 2.20486 0.0 0.0 0.0
H 0.55212 -2.29416 2.81466 0.0 0.0 0.0
H 2.93694 -4.13035 3.37016 0.0 0.0 0.0
H -1.05837 -5.15536 -1.23946 0.0 0.0 0.0
H 0.77468 1.17460 -5.14177 0.0 0.0 0.0
H -4.53252 -0.45334 3.81182 0.0 0.0 0.0
H 2.48765 2.59207 -1.98686 0.0 0.0 0.0
H 4.28254 -5.62815 -0.94135 0.0 0.0 0.0
H -0.28180 5.25105 -4.96484 0.0 0.0 0.0
H 2.33311 1.00912 -0.07614 0.0 0.0 0.0
H 4.08946 -1.03843 -3.58022 0.0 0.0 0.0
H 3.53138 -1.61180 3.01027 0.0 0.0 0.0
H 1.02666 -2.53399 -2.94779 0.0 0.0 0.0
H -2.38811 5.37863 -3.64701 0.0 0.0 0.0
H 1.76593 4.36898 -3.92124 0.0 0.0 0.0
H 0.52071 -4.61201 -1.81039 0.0 0.0 0.0
H 0.61972 -5.24916 0.62375 0.0 0.0 0.0
H 2.29834 1.86585 -4.58741 0.0 0.0 0.0
H -3.46545 1.75664 1.10692 0.0 0.0 0.0
H -6.36764 4.78969 1.79862 0.0 0.0 0.0
H 2.31161 0.45417 -5.64554 0.0 0.0 0.0
H 1.28774 -4.68996 3.10344 0.0 0.0 0.0
H -7.46980 3.34149 3.48732 0.0 0.0 0.0
H -0.75684 -4.04175 2.29889 0.0 0.0 0.0
H 2.32742 -1.25715 4.24130 0.0 0.0 0.0
H -0.72941 -3.43160 -1.44556 0.0 0.0 0.0
H 3.13148 -5.02793 1.23019 0.0 0.0 0.0
H 4.05775 0.38490 -2.53969 0.0 0.0 0.0
H 1.67326 -3.70302 4.51714 0.0 0.0 0.0
H 2.24444 -0.46693 2.66375 0.0 0.0 0.0
H 2.53748 -5.47150 -1.13086 0.0 0.0 0.0
H 3.60605 -4.17646 -1.67772 0.0 0.0 0.0
H -6.60611 1.08405 3.94564 0.0 0.0 0.0
H -1.81674 -4.72741 1.06728 0.0 0.0 0.0
H 4.69205 -3.18753 1.85681 0.0 0.0 0.0
H -0.08120 0.33302 2.54555 0.0 0.0 0.0
H 1.68500 3.77488 2.97134 0.0 0.0 0.0
H -3.36383 -0.82301 0.23482 0.0 0.0 0.0
H 2.88670 4.26458 -1.54941 0.0 0.0 0.0
H -0.09866 -1.69747 -4.02317 0.0 0.0 0.0
```
Positions in Å, forces in eV/Å.

=====

C32H46BrF4N8OPPbS | ωB97M-V with the def2-TZVPD basis set

**F_max**: 2.532 eV/A
**Total charge**: 0
**Energy relative to the best compared isomer or geometry (same formula, charge and spin)**: 7.26 kcal/mol
**HOMO-LUMO gap**: 7.20 eV
**Calculated total energy**: -5666.08647 Eh

XYZ file:
```
95
Properties=species:S:1:pos:R:3:forces:R:3
Pb 14.62761 13.51160 8.92779 0.2 0.0 -0.1
Br 16.65390 6.82362 9.51920 0.2 -0.5 -0.2
S 10.22243 10.62342 10.10109 0.3 0.5 -1.1
P 11.15828 16.27147 9.68082 1.4 -1.4 0.2
F 19.71570 12.14669 13.20474 -0.4 0.2 0.3
F 19.31606 13.22063 10.76995 -0.4 -0.1 0.4
F 14.59461 13.57444 11.76974 1.3 -0.3 0.2
F 15.03282 12.37157 14.12931 0.3 0.3 0.0
O 12.24857 15.20242 9.65483 -1.8 1.7 0.4
N 15.51809 16.25036 8.74083 -0.4 0.8 0.6
N 16.70380 14.05369 10.01601 -0.8 0.6 -0.5
N 12.32228 12.02465 9.64065 -0.2 -0.4 0.9
N 11.42143 17.61278 10.68141 -0.2 0.5 -1.1
N 11.76557 11.83320 8.40962 -1.6 -0.7 0.6
N 9.75878 15.60095 10.34321 0.2 1.0 -0.4
N 11.94449 11.60271 11.93717 0.9 0.8 -0.5
N 10.93165 16.79837 8.10506 -0.2 1.0 0.4
C 15.27117 10.64179 10.39780 0.2 -2.4 0.6
C 10.32749 18.05735 7.58490 0.2 -0.3 0.8
C 16.19814 9.32553 8.12330 0.6 -0.6 0.5
C 17.40253 12.36410 13.79466 -0.1 0.1 0.0
C 10.16973 17.83417 6.07364 -0.8 1.0 -0.2
C 11.74267 19.04963 10.38724 -0.7 -0.5 -0.1
C 12.30764 19.59287 11.70838 1.2 -0.1 -0.3
C 7.44377 15.32039 10.83765 -1.1 0.0 0.2
C 15.59549 9.26419 10.47538 0.4 0.5 -1.0
C 11.79260 18.67379 12.82335 -0.3 0.0 0.2
C 18.28257 13.10328 11.63052 -1.1 0.3 0.6
C 15.41157 16.88207 10.08944 0.2 0.2 -1.1
C 15.84529 10.68349 8.09653 0.2 -1.0 0.0
C 14.89947 17.11328 7.72790 0.9 -0.1 -0.1
C 16.91644 15.92910 8.41992 -0.2 0.6 -0.4
C 10.63166 11.17064 8.43667 2.2 0.7 0.8
C 8.19783 14.05445 11.26739 -0.3 -0.8 0.4
C 8.46340 16.28724 10.26975 0.5 0.3 -1.2
C 9.64167 14.22947 10.80241 0.8 -0.5 0.0
C 9.06091 12.25294 6.82909 -0.2 0.0 -0.2
C 16.97284 13.50996 11.21908 0.3 0.0 0.2
C 15.91946 13.28586 12.15708 -0.4 0.0 -0.9
C 17.58178 15.12202 9.52615 0.8 -0.7 0.5
C 11.27749 15.87828 7.01931 1.0 -1.6 0.2
C 10.78140 16.48197 5.70475 -0.3 -0.1 -0.6
C 15.38760 11.33192 9.22374 -0.5 1.3 -0.1
C 16.11027 12.68994 13.37480 0.7 -0.2 -0.1
C 11.21121 17.42848 12.10978 0.4 -1.1 0.9
C 9.80139 10.96311 7.22900 -1.0 -1.1 -0.3
C 18.46900 12.57109 12.89991 -0.3 -0.3 -0.1
C 16.09770 8.59328 9.33154 -0.8 2.4 0.3
C 11.65384 11.46504 10.63074 -0.3 0.2 -1.4
H 13.41644 19.49389 11.67858 -0.6 0.1 -0.1
H 8.15831 13.90710 12.34909 0.0 0.3 0.0
H 9.86153 13.51500 10.00206 0.1 0.1 0.0
H 9.80526 12.91138 6.37773 -0.2 0.2 0.0
H 10.86367 14.86480 7.24624 0.1 0.7 -0.3
H 17.47834 16.89087 8.22466 -0.2 -0.8 0.2
H 11.00724 19.14367 13.43749 0.3 -0.1 -0.3
H 10.62066 18.66871 5.51221 0.0 -0.4 0.3
H 16.96411 15.35469 7.46674 -0.3 0.3 0.5
H 12.47287 19.11621 9.56214 -0.4 0.0 0.3
H 6.65497 15.11948 10.09341 0.4 -0.1 0.2
H 11.52378 11.04308 12.62927 -0.3 -0.6 0.6
H 14.90209 11.06054 11.32790 0.0 0.3 -0.1
H 16.05044 17.79629 10.13081 -0.2 -0.3 0.1
H 14.81502 16.58423 6.77075 0.1 0.0 0.1
H 17.52575 11.99886 14.81358 0.2 -0.1 -0.4
H 11.72827 16.47563 12.43017 -0.5 1.0 -0.2
H 10.02138 15.85084 5.19204 0.5 0.3 0.5
H 10.39183 10.57846 6.34154 -0.5 0.4 1.2
H 10.39206 14.05682 11.59727 -0.4 -0.1 -0.3
H 12.79654 12.10052 12.15227 0.0 -0.1 0.1
H 8.26882 12.02616 6.08516 0.5 0.2 0.4
H 12.10467 20.66469 11.84694 -0.1 -0.4 0.0
H 10.97453 18.92391 7.77495 0.0 -0.2 0.0
H 9.36992 18.26616 8.10401 0.4 -0.1 -0.4
H 16.65931 8.85248 7.24771 -0.4 0.1 0.3
H 8.47593 17.26403 10.77389 0.1 -0.2 0.1
H 14.36971 17.17629 10.28699 0.3 -0.3 -0.1
H 7.76075 13.10461 10.88014 0.2 0.8 -0.1
H 12.38116 15.68648 6.96812 -0.8 0.3 0.2
H 10.80793 19.60672 10.12422 0.7 -0.4 0.0
H 8.21956 16.49237 9.20342 0.1 0.0 0.5
H 11.61002 16.61013 4.97831 -0.4 -0.1 0.5
H 15.50481 8.76885 11.43127 0.0 -0.3 0.0
H 12.61393 18.40696 13.50080 -0.3 0.0 -0.2
H 6.89773 15.79180 11.66573 0.3 -0.2 0.0
H 15.74923 16.15284 10.82086 -0.1 0.1 0.2
H 9.06159 10.17464 7.51569 0.4 0.5 -0.5
H 17.89104 15.78504 10.37393 -0.2 -0.3 -0.5
H 13.89198 17.44071 7.99724 0.1 -0.2 0.3
H 10.15131 17.31586 12.38586 0.1 0.0 -0.3
H 8.59946 12.78926 7.68311 0.3 -0.4 -0.3
H 15.55283 18.00021 7.56221 -0.4 -0.1 0.0
H 15.94394 11.23121 7.16159 0.1 -0.1 -0.1
H 9.09658 17.90042 5.83176 0.3 -0.3 0.0
H 18.52241 14.67673 9.12670 -0.4 0.5 0.1
```
Positions in Å, forces in eV/Å.

=====

C32H46CeClIOP4 | ωB97M-V with the def2-TZVPD basis set

**F_max**: 8.154 eV/A
**Total charge**: +2
**HOMO-LUMO gap**: 4.38 eV
**Calculated total energy**: -3919.90899 Eh

XYZ file:
```
86
Properties=species:S:1:pos:R:3:forces:R:3
Ce 0.31902 0.20480 0.80287 -0.1 -0.1 3.9
I -0.66086 -0.45712 3.59567 0.2 0.1 -1.0
Cl 2.36156 1.76706 0.96034 -0.9 -0.7 0.0
P -1.51525 2.54044 -0.10597 -0.3 0.2 1.1
P 2.01358 -2.02479 -0.25766 0.4 -0.9 0.9
P 1.88201 1.30972 -5.89214 -0.8 -0.6 0.7
P -3.61899 -2.88248 -2.29538 1.1 1.2 -1.2
O -2.31372 -0.01337 -3.59235 1.1 -0.9 0.3
C -0.46028 -0.28593 -2.05481 0.0 0.1 3.7
C -0.58204 2.77151 -4.67159 0.8 0.1 -0.7
C 4.39074 0.92055 -5.86018 -0.2 0.6 0.0
C 1.23402 -0.40585 -5.60084 -0.7 -0.8 0.5
C 5.67824 1.39876 -6.01039 0.2 0.0 0.6
C 3.44494 1.59586 -5.03549 1.3 -0.6 0.6
C -5.00812 -1.91253 -2.90491 -0.4 0.0 0.1
C 5.24893 2.98095 -4.18759 0.4 -0.4 -0.5
C 1.84284 -1.52908 -4.97753 0.0 0.5 -0.2
C -1.78796 -1.42091 -0.66873 0.7 1.2 -0.9
C -0.37829 -1.96133 -6.64358 0.1 0.3 0.3
C -3.96327 -3.75354 -0.79245 -0.1 -0.4 0.3
C 0.29928 -3.04543 -6.08364 -0.1 -0.2 0.2
C -3.14444 1.83713 0.36717 0.0 -0.1 -0.1
C 1.04883 -3.57544 -0.43223 -0.2 0.1 -0.1
C -2.19253 -1.72260 -1.92170 0.0 -0.5 0.6
C 3.45594 -2.34495 -1.33658 0.2 0.5 -0.4
C -1.47805 4.37321 -6.27921 0.2 -0.1 -0.2
C 3.93073 2.52168 -4.07268 -0.4 -0.4 -0.6
C -3.12620 -4.02076 -3.62974 0.0 -0.3 0.0
C -1.98854 3.89079 -1.24878 0.4 0.1 -0.7
C 0.64743 3.36452 -6.68617 -0.3 -0.1 0.0
C 2.75316 -2.30531 1.40796 0.0 0.2 -0.1
C 6.08430 2.47470 -5.20267 -0.2 0.0 0.2
C -1.06037 3.47396 1.40824 0.1 0.1 -0.2
C -1.56778 3.70240 -5.05040 0.2 -0.2 -0.1
C -1.36122 -0.95148 -2.98136 -2.7 -0.7 -1.1
C 1.38579 -2.83586 -5.22603 -0.2 0.3 -0.2
C 0.07003 -0.66852 -6.36647 0.4 0.1 -0.3
C 0.25890 0.41910 -1.24754 0.6 -0.2 -8.1
C 0.54362 2.55265 -5.53545 -0.5 0.5 -0.1
C -0.36716 4.20742 -7.11579 -0.2 0.2 0.7
H 1.91198 -3.70400 -4.81181 -0.2 0.4 -0.1
H -0.67110 2.26945 -3.70545 0.0 -0.1 -0.3
H 2.72009 -1.38811 -4.33911 -0.2 0.0 -0.3
H -3.55347 1.27060 -0.47953 0.0 0.2 0.2
H 6.34812 0.95206 -6.75509 -0.2 0.2 0.4
H -2.97728 -3.49285 -4.59303 -0.1 -0.1 0.6
H -2.18588 -4.52868 -3.35029 -0.4 0.2 -0.1
H -0.02391 -4.05642 -6.32915 0.2 0.2 0.1
H 4.02229 -1.41033 -1.45718 -0.1 -0.3 0.0
H -2.26925 5.04209 -6.60423 0.0 -0.1 0.2
H -0.39616 0.17676 -6.87686 0.0 -0.2 0.1
H -2.72527 3.55641 -1.99375 0.2 -0.1 0.3
H 4.12506 -3.09498 -0.88743 -0.4 0.2 -0.1
H -1.10514 4.24679 -1.79770 -0.2 -0.1 0.1
H 3.48381 -3.12069 1.32053 -0.2 0.2 0.3
H 3.14447 -2.68976 -2.33264 0.0 0.1 0.3
H -1.21988 -2.11496 -7.32854 0.3 0.1 0.3
H -2.41036 4.74730 -0.70022 0.1 -0.4 0.0
H 1.54418 3.22762 -7.28967 -0.4 0.1 -0.1
H -0.90417 -1.61100 -3.75734 0.1 0.6 0.5
H 0.58038 -3.61265 -1.42314 0.1 0.0 0.1
H 1.11601 0.80407 -1.84601 0.0 0.6 0.7
H 3.30399 2.86760 -3.23965 0.1 0.2 -0.7
H -5.43499 -1.31878 -2.08452 0.1 -0.1 -0.2
H -5.79708 -2.57107 -3.30454 0.3 0.2 0.2
H -2.23904 -1.66804 0.29240 -0.2 -0.5 -0.3
H -0.28464 4.70738 -8.08499 -0.1 0.0 0.5
H -3.90938 -4.79169 -3.77659 0.3 0.4 0.1
H -1.20604 2.85839 2.30622 0.0 0.2 -0.1
H 3.25767 -1.39397 1.75754 0.0 -0.3 -0.1
H -4.96147 -4.18501 -0.80369 -0.1 0.0 -0.1
H -3.88360 -3.10053 0.07342 0.0 0.1 0.0
H -3.02070 1.14788 1.21357 -0.1 0.2 -0.1
H -2.43914 3.90060 -4.40445 0.6 -0.2 -0.3
H -1.69039 4.37132 1.44617 0.2 -0.2 0.3
H -4.66991 -1.22990 -3.69987 0.0 -0.3 0.3
H -3.83679 2.64410 0.64524 0.1 -0.3 0.0
H -1.97398 0.26722 -4.45848 0.1 0.0 0.1
H 4.03512 0.08366 -6.47143 0.2 0.4 -0.1
H 0.24374 -3.58759 0.31419 0.2 -0.1 -0.1
H 1.97494 -2.56466 2.13874 0.2 0.0 -0.1
H -3.24614 -4.56458 -0.67812 0.1 0.0 0.0
H 5.63809 3.76056 -3.52211 -0.3 -0.4 -0.2
H 1.69594 -4.45405 -0.29320 -0.2 0.3 0.0
H -0.00251 3.76454 1.35806 -0.3 0.0 0.0
H 7.07608 2.89649 -5.35869 -0.2 0.0 0.2
```
Positions in Å, forces in eV/Å.